# 1
Below is C15H18F4N5OPt as an isolated structure, with properties calculated with the ωB97M-V functional and the def2-TZVPD basis.

ORCA input file:
```
! wB97M-V def2-TZVPD RIJCOSX def2/J DEFGRID3
* xyz 1 3
Pt -0.033 0.518 0.237
C -0.488 0.098 -2.803
N 0.231 0.971 -1.860
C 1.669 0.983 -2.191
C -0.288 2.352 -1.886
C -1.702 2.378 -1.351
N -1.782 1.554 -0.142
C -2.970 1.524 0.543
C -3.042 0.916 1.817
F -1.954 0.394 2.383
C -4.213 0.856 2.541
F -4.184 0.264 3.736
C -5.391 1.392 2.063
C -5.354 2.000 0.825
F -6.459 2.534 0.313
C -4.192 2.076 0.084
F -4.281 2.679 -1.104
H -0.412 0.495 -3.821
H -1.535 0.013 -2.522
H -0.042 -0.893 -2.772
H 1.826 1.412 -3.185
H 2.046 -0.038 -2.179
H 2.202 1.574 -1.449
H -0.263 2.757 -2.904
H 0.369 2.952 -1.256
H -2.406 2.011 -2.099
H -1.989 3.409 -1.131
H -6.305 1.341 2.635
C 3.248 2.012 4.179
N 2.360 0.936 3.740
C 2.092 -0.131 4.520
C 1.280 -1.130 4.114
C 0.707 -1.011 2.820
N 0.946 0.056 2.052
C 1.795 1.070 2.469
O 2.063 2.022 1.772
N -0.075 -1.976 2.331
H 3.615 1.769 5.172
H 2.705 2.954 4.202
H 4.082 2.108 3.487
H 2.572 -0.140 5.489
H 1.080 -1.983 4.743
H -0.338 -2.762 2.898
H -0.541 -1.826 1.448
*
```

## Properties
**HOMO-LUMO gap (spin up / spin down)**: 8.5 / 6.9 eV
**<S²>**: 2.04
**Molecular weight**: 555.4 g mol⁻¹
**HOMO level (spin up / spin down)**: -10.858 / -11.794 eV

***

# 2
Below is a 8-piece molecular cluster, C35H46N4O24 overall in a non-equilibrium geometry, with properties calculated with the ωB97M-V functional and the def2-TZVPD basis.

ORCA input file:
```
! wB97M-V def2-TZVPD RIJCOSX def2/J DEFGRID3
* xyz 0 1
C 3.513 -2.453 -1.615
C 2.744 -1.801 -2.268
C 1.517 -1.149 -2.730
C 1.184 0.052 -2.238
C 2.106 0.768 -1.250
C 3.292 1.514 -2.005
N 3.599 2.816 -1.420
N 2.826 1.745 -3.402
N 4.524 0.738 -2.004
C -0.142 0.653 -2.723
O -0.411 1.806 -2.527
C -1.119 -0.287 -3.448
C -2.606 0.073 -3.664
C -3.549 -0.307 -2.496
O -3.829 -1.478 -2.396
N -4.130 0.599 -1.583
C -4.093 2.003 -2.030
C -3.639 0.425 -0.209
C -0.727 -1.465 -3.917
C 0.708 -1.901 -3.745
O 1.178 -2.783 -4.418
H 4.132 -3.050 -0.978
H 2.469 0.076 -0.485
H 1.552 1.574 -0.747
H 3.945 2.687 -0.473
H 2.807 3.449 -1.447
H 3.504 1.253 -3.979
H 2.975 2.737 -3.569
H 5.260 1.361 -1.684
H 4.490 -0.007 -1.317
H -2.917 -0.563 -4.504
H -2.687 1.111 -4.009
H -4.939 2.536 -1.556
H -3.176 2.511 -1.676
H -4.222 2.118 -3.110
H -3.173 1.348 0.160
H -4.505 0.213 0.436
H -2.945 -0.421 -0.126
H -1.427 -2.119 -4.437
O -5.759 4.372 -2.124
C -6.342 4.616 -1.119
O -7.272 5.596 -0.987
C -7.903 5.428 0.282
C -6.861 4.673 1.070
O -6.166 3.951 0.054
H -8.147 6.392 0.724
H -8.823 4.856 0.147
H -6.156 5.336 1.577
H -7.296 3.994 1.800
O 5.855 1.592 0.618
C 6.273 0.625 1.170
O 6.552 0.557 2.491
C 6.802 -0.812 2.811
C 7.224 -1.388 1.484
O 6.530 -0.554 0.550
H 7.576 -0.899 3.571
H 5.880 -1.257 3.191
H 8.293 -1.299 1.309
H 6.934 -2.429 1.365
O 9.265 -3.327 0.976
C 9.464 -3.486 -0.186
O 9.395 -4.681 -0.822
C 9.465 -4.427 -2.227
C 10.167 -3.094 -2.284
O 9.788 -2.490 -1.046
H 10.015 -5.215 -2.737
H 8.451 -4.385 -2.629
H 11.254 -3.192 -2.311
H 9.846 -2.485 -3.127
O 3.696 0.329 2.820
C 2.511 0.248 2.848
O 1.791 -0.146 3.932
C 0.411 0.102 3.643
C 0.387 0.092 2.138
O 1.695 0.527 1.801
H -0.225 -0.666 4.079
H 0.132 1.072 4.060
H 0.226 -0.907 1.724
H -0.358 0.768 1.729
O -2.535 0.951 2.469
C -3.479 0.746 3.166
O -3.859 1.545 4.192
C -5.147 1.100 4.630
C -5.171 -0.336 4.180
O -4.310 -0.314 3.035
H -5.248 1.203 5.705
H -5.913 1.706 4.142
H -4.754 -1.016 4.924
H -6.168 -0.676 3.912
O 1.228 -4.659 -10.300
C 0.696 -4.418 -9.266
O -0.220 -3.429 -9.086
C -0.791 -3.601 -7.788
C 0.279 -4.368 -7.056
O 0.922 -5.091 -8.110
H -1.008 -2.639 -7.328
H -1.722 -4.165 -7.885
H 1.008 -3.715 -6.578
H -0.127 -5.048 -6.310
O -7.241 0.243 6.963
C -6.794 0.662 7.983
O -6.998 1.918 8.451
C -6.502 1.967 9.790
C -5.491 0.848 9.807
O -6.011 -0.054 8.828
H -6.060 2.937 10.005
H -7.331 1.795 10.480
H -4.498 1.176 9.493
H -5.413 0.365 10.778
*
```

## Properties
**HOMO-LUMO gap**: 7.6 eV
**Molecular weight**: 906.8 g mol⁻¹
**HOMO level**: -8.500 eV

***

# 3
Below is a 2-piece molecular cluster, C5H18O2P2Si2 overall in a non-equilibrium geometry, with properties calculated with the ωB97M-V functional and the def2-TZVPD basis.

ORCA input file:
```
! wB97M-V def2-TZVPD RIJCOSX def2/J DEFGRID3
* xyz 0 3
C -0.447 -0.484 2.685
C -0.208 -0.167 -3.264
C 1.264 -2.309 -1.354
C -1.947 -2.306 -2.036
C 2.777 3.125 3.388
O -1.015 0.668 2.050
O -0.379 -0.330 -0.503
Si -0.320 -1.363 -1.807
Si -1.028 0.798 0.431
P -3.729 1.585 -2.177
P -3.232 0.906 -0.219
H -1.404 -1.160 2.862
H 0.058 -0.123 3.493
H 0.256 -1.003 2.163
H -1.292 0.281 -3.482
H 0.384 0.687 -3.036
H 0.179 -0.482 -4.151
H 1.932 -1.707 -0.896
H 1.122 -3.029 -0.590
H 1.820 -2.637 -2.305
H -2.192 -2.444 -3.073
H -1.894 -3.306 -1.499
H -2.777 -1.776 -1.728
H 3.167 2.520 4.259
H 3.446 3.159 2.648
H 2.492 4.025 3.755
H 1.885 2.638 3.276
H -4.201 3.017 -1.927
H -3.531 1.918 0.635
*
```

## Properties
**HOMO-LUMO gap (spin up / spin down)**: 7.1 / 7.7 eV
**<S²>**: 2.01
**Molecular weight**: 228.3 g mol⁻¹
**HOMO level (spin up / spin down)**: -6.376 / -9.208 eV

***

# 4
Below is a 2-piece molecular cluster, C3HBrNO3 overall in a non-equilibrium geometry, with properties calculated with the ωB97M-V functional and the def2-TZVPD basis.

ORCA input file:
```
! wB97M-V def2-TZVPD RIJCOSX def2/J DEFGRID3
* xyz -1 1
C -1.233 0.038 -0.779
C -2.024 -0.213 0.380
C 2.367 0.054 -0.511
N -0.853 -0.899 0.365
O -3.059 -0.157 1.005
O 2.302 0.159 -1.615
O 2.737 -0.019 0.580
Br -0.262 1.881 -0.376
H 0.025 -0.844 0.951
*
```

## Properties
**HOMO-LUMO gap**: 6.5 eV
**Molecular weight**: 178.9 g mol⁻¹
**HOMO level**: -3.214 eV

***

# 5
Below is a 2-piece molecular cluster, C6H11Cl2O3P overall in a non-equilibrium geometry, with properties calculated with the ωB97M-V functional and the def2-TZVPD basis.

ORCA input file:
```
! wB97M-V def2-TZVPD RIJCOSX def2/J DEFGRID3
* xyz 0 1
C -0.434 -1.098 2.230
C 0.025 -0.266 1.365
C 1.195 1.970 0.659
C 1.745 -1.756 -2.476
C -2.774 -0.932 -0.760
C 0.298 1.147 1.644
O -0.105 0.397 -1.860
O 0.812 -2.050 -1.462
O -1.616 -1.655 -1.071
P -0.233 -0.876 -1.107
Cl -0.971 -2.715 1.893
Cl -1.319 2.076 1.482
H -0.398 -0.942 3.324
H 2.233 1.765 0.449
H 0.762 1.854 -0.359
H 1.158 3.064 0.887
H 1.978 -2.697 -3.081
H 2.747 -1.483 -1.956
H 1.515 -0.978 -3.181
H -2.989 -0.752 0.343
H -3.731 -1.314 -1.208
H -2.825 0.030 -1.231
H 0.621 1.345 2.700
*
```

## Properties
**HOMO-LUMO gap**: 9.6 eV
**Molecular weight**: 233.0 g mol⁻¹
**HOMO level**: -9.549 eV

***

# 6
Below is C4H20B3BeCl8 as an isolated structure in a non-equilibrium geometry, with properties calculated with the ωB97M-V functional and the def2-TZVPD basis.

ORCA input file:
```
! wB97M-V def2-TZVPD RIJCOSX def2/J DEFGRID3
* xyz -1 1
Be -9.314 -7.628 -9.994
B -9.260 -5.106 -9.963
H -10.091 -5.711 -9.452
H -8.324 -5.189 -9.319
H -9.073 -5.586 -10.984
H -9.549 -4.027 -10.157
B -11.327 -8.777 -8.992
H -10.882 -9.207 -9.961
H -11.499 -7.659 -9.170
H -12.346 -9.248 -8.822
H -10.650 -9.072 -8.122
B -8.061 -8.795 -11.723
H -7.598 -8.739 -10.667
H -8.961 -9.493 -11.760
H -8.374 -7.755 -12.078
H -7.308 -9.218 -12.459
C -10.371 -2.750 -7.961
Cl -10.242 -0.971 -8.113
Cl -10.970 -3.190 -6.361
H -11.118 -3.161 -8.632
H -9.405 -3.181 -8.202
C -5.986 -5.040 -7.890
Cl -6.817 -4.491 -6.371
Cl -5.887 -6.789 -8.095
H -6.543 -4.586 -8.702
H -4.970 -4.665 -7.816
C -7.692 -2.346 -11.788
Cl -6.491 -2.960 -10.660
Cl -6.858 -1.822 -13.293
H -8.371 -3.145 -12.063
H -8.088 -1.456 -11.312
C -10.361 -5.593 -13.538
Cl -9.719 -6.279 -15.049
Cl -10.911 -6.973 -12.434
H -9.598 -4.992 -13.057
H -11.288 -5.057 -13.710
*
```

## Properties
**HOMO-LUMO gap**: 9.1 eV
**Molecular weight**: 393.3 g mol⁻¹
**HOMO level**: -7.126 eV

***

# 7
Below is CH32O19Y as an isolated structure in a non-equilibrium geometry, with properties calculated with the ωB97M-V functional and the def2-TZVPD basis.

ORCA input file:
```
! wB97M-V def2-TZVPD RIJCOSX def2/J DEFGRID3
* xyz 1 1
Y -1.498 1.951 -0.337
C 0.032 -0.217 -0.264
O -1.236 -0.233 -0.614
O 0.468 0.955 -0.188
O 0.480 -1.118 0.455
O 0.524 -0.399 2.904
H 0.542 -0.573 1.927
H 1.365 0.026 3.015
O -2.054 -2.133 1.173
H -1.822 -2.068 2.091
H -1.427 -1.458 0.823
O 2.705 0.485 1.172
H 1.866 0.439 0.768
H 3.314 0.523 0.439
O -1.453 1.100 1.888
H -0.965 0.413 2.349
H -2.321 1.329 2.318
O 0.409 -3.837 1.466
H 0.014 -2.977 1.257
H 1.261 -3.806 1.021
O 1.960 0.850 -2.591
H 2.680 1.457 -2.492
H 1.398 1.088 -1.858
O 3.043 -2.463 2.954
H 2.655 -2.084 2.129
H 3.745 -1.850 3.194
O -1.729 1.571 -2.726
H -2.026 0.887 -3.312
H -1.276 2.149 -3.363
O 2.412 -1.367 -1.198
H 2.468 -0.654 -1.898
H 1.661 -1.233 -0.600
O -3.659 1.050 -0.481
H -3.965 0.137 -0.357
H -4.495 1.477 -0.660
O 2.454 3.180 1.236
H 2.549 3.604 2.061
H 2.581 2.248 1.402
O -4.505 -1.390 0.061
H -4.474 -1.349 -0.932
H -3.606 -1.537 0.425
O 0.213 3.074 -1.673
H 1.008 3.497 -1.335
H 0.240 3.363 -2.589
O 1.054 -2.860 -2.854
H 1.443 -2.305 -2.115
H 1.617 -2.812 -3.605
O -0.107 3.361 1.027
H -0.450 4.001 1.669
H 0.749 3.097 1.286
O -2.214 -2.273 -1.854
H -1.849 -2.841 -1.124
H -1.778 -1.476 -1.491
*
```

## Properties
**HOMO-LUMO gap**: 7.3 eV
**Molecular weight**: 437.2 g mol⁻¹
**HOMO level**: -12.053 eV

***

# 8
Below is an isolated ion of composition C3H8NS3 and charge +1 in a non-equilibrium geometry, with properties calculated with the ωB97M-V functional and the def2-TZVPD basis.

ORCA input file:
```
! wB97M-V def2-TZVPD RIJCOSX def2/J DEFGRID3
* xyz 1 1
S -0.769 1.976 0.063
N -0.712 0.239 0.221
S -2.438 -0.409 0.465
C -0.077 -0.401 -0.981
C 1.455 -0.472 -0.799
S 1.840 0.379 0.825
C 0.163 -0.151 1.383
H 0.579 1.878 0.158
H -3.106 0.775 0.400
H -0.368 0.153 -1.827
H -0.338 -1.436 -1.208
H 1.740 -1.528 -0.921
H 1.982 -0.086 -1.729
H -0.040 0.295 2.410
H 0.088 -1.211 1.541
*
```

## Properties
**HOMO-LUMO gap**: 9.2 eV
**Molecular weight**: 154.3 g mol⁻¹
**HOMO level**: -13.856 eV